1.
Here is a cluster of 8 separate species, C33H54FN2O17P in total from the Open Molecules 2025 dataset. Energies are from ωB97M-V/def2-TZVPD.

The LUMO energy comes out at -0.0049 Eh. As for the spin multiplicity: 1. As for the maximum force: 0.94 eV/A. The charge is 0. The value obtained for the frontier orbital gap is 8.736 eV.

```
108
Properties=species:S:1:pos:R:3:forces:R:3:lowdin_charge:R:1
H 0.87443 -4.05679 -8.11597 0.01 -0.02 0.01 0.119
C 1.99198 -5.65975 -3.34157 -0.14 -0.26 0.05 -0.498
H -6.59119 0.67619 0.82829 -0.03 -0.03 0.00 0.132
C 1.39978 4.61122 1.96113 0.01 0.35 0.05 -0.177
C -6.76281 -5.25889 2.59510 0.10 0.06 0.03 -0.151
H -5.28223 3.23602 1.47014 -0.02 0.00 -0.01 0.125
H -2.36139 0.82462 -2.16452 -0.08 0.00 0.04 0.092
H -7.19783 -4.97533 0.45423 0.05 0.02 -0.04 0.125
H -0.86788 -1.04164 -2.05626 0.01 0.05 0.01 0.112
H 4.13852 2.72224 4.83998 -0.03 0.12 -0.15 0.083
C -1.34883 -0.91721 -3.02934 0.02 -0.13 0.02 -0.145
H 3.18425 -4.76416 -0.91744 -0.01 -0.01 0.01 0.127
C 6.43438 5.41905 1.43714 0.01 -0.06 -0.06 -0.470
C 0.68314 -1.91141 -7.97533 -0.01 -0.29 0.04 -0.069
H -7.69983 -5.35725 3.13851 -0.01 0.06 0.01 0.113
H 0.73465 3.85110 2.38455 0.06 0.02 -0.10 0.094
O -1.39752 -1.10086 -6.95663 -0.02 0.00 -0.03 0.119
H 1.23094 5.08252 -0.13440 0.14 -0.20 -0.01 0.123
O -0.18257 -2.65756 -5.92930 0.04 -0.08 0.09 0.001
H 9.69701 6.02340 1.70512 -0.02 0.03 -0.05 0.113
H 8.75564 5.45273 3.08340 0.01 0.01 0.01 0.117
C 1.28479 2.91457 -1.40459 -0.19 -0.11 0.33 -0.566
H 0.80026 -4.82808 -0.34411 0.04 -0.03 0.01 0.118
C -4.74540 1.60943 0.10742 -0.07 -0.09 0.08 -0.142
H -7.58112 -3.57277 1.46906 -0.01 0.01 0.03 0.126
H -2.18635 0.56284 3.55213 0.01 0.01 0.02 0.118
O -5.04297 -0.35749 3.03414 -0.01 -0.04 0.09 0.115
H 2.64151 5.83589 3.25410 0.09 -0.14 -0.12 0.113
C -5.51923 0.47632 0.78166 0.26 0.09 -0.08 -0.058
C 7.84624 4.91849 1.20294 0.09 0.12 0.25 -0.069
O -4.24161 -2.91609 -2.59007 0.05 0.02 0.00 0.120
H -0.02429 -6.06857 -2.71210 0.02 -0.14 -0.03 0.125
C 0.55398 0.16825 4.24994 -0.09 0.04 0.10 -0.484
C 8.68708 5.85359 2.07170 -0.07 -0.07 -0.04 -0.151
O 6.47668 6.66062 1.97897 0.02 0.07 0.03 0.027
H -1.10687 -2.13608 4.47786 -0.03 -0.01 -0.02 0.120
C -1.53861 -0.30627 3.43185 -0.29 -0.12 -0.05 -0.139
H 7.91911 3.87055 1.47803 -0.04 -0.04 -0.10 0.127
O 2.00759 3.49963 -2.13415 -0.29 0.24 -0.01 0.194
H -5.03182 -5.15121 3.95861 0.04 0.09 0.08 0.123
C 7.83502 7.11948 2.07642 0.06 -0.02 0.00 -0.157
H -6.06476 -3.70550 3.97229 0.04 0.02 0.03 0.131
H -1.55800 -3.10862 -3.06402 -0.07 -0.10 -0.12 0.111
C -0.43189 -1.80761 -6.95077 0.07 0.12 0.01 -0.487
N 1.13350 3.01886 -0.02081 0.59 0.42 -0.20 -0.163
H 2.66934 -3.18345 -1.53226 0.03 0.01 -0.06 0.121
H 0.38764 -3.89595 -1.78203 0.00 0.01 0.02 0.100
O 0.41046 1.89162 -1.91450 -0.04 -0.06 -0.28 0.008
H 1.24479 -6.82634 -1.72840 -0.03 -0.04 -0.01 0.131
C -6.89543 -4.41142 1.33263 -0.03 -0.03 0.02 -0.151
H 0.38096 -1.03596 6.01976 0.05 0.09 0.07 0.124
H 8.04162 7.76035 1.21637 0.02 -0.01 -0.01 0.125
H 0.81611 5.54000 1.97045 0.02 -0.23 0.03 0.104
H -0.59669 -0.57785 -3.73764 -0.06 0.02 -0.06 0.114
H -2.17534 -2.28419 -4.51002 -0.01 -0.05 -0.02 0.113
O -5.58103 -3.88094 1.09396 -0.02 -0.02 0.00 0.024
H -1.89562 -0.89967 2.59395 0.05 0.02 -0.05 0.125
N 3.10389 1.04400 0.15147 -0.37 -0.02 0.08 -0.244
O 1.67604 0.59029 4.24998 0.06 -0.01 -0.01 0.096
O -3.62903 -0.77373 -2.46329 -0.03 0.21 0.07 0.012
C 1.08735 -3.31182 -6.10706 0.15 -0.12 -0.08 -0.139
H -2.32515 -1.15060 5.28473 -0.02 0.07 -0.01 0.119
O 2.10952 -6.21567 -4.39517 0.03 0.13 -0.04 0.111
O -3.75940 -3.40830 2.29588 0.16 -0.05 -0.03 0.108
C 2.75038 3.83018 4.02582 -0.11 -0.07 0.01 -0.265
C 0.95427 -5.92145 -2.26423 0.03 0.38 0.09 -0.067
H 1.00881 -4.33111 -5.74013 -0.05 0.02 0.04 0.110
O 5.40473 4.86558 1.19600 0.05 0.03 -0.16 0.118
O 4.11480 3.45729 4.21432 -0.06 0.00 0.12 -0.068
C -5.66585 -4.51037 3.35285 -0.14 -0.22 -0.21 -0.073
H -5.35501 -0.49793 0.32872 -0.09 -0.05 0.02 0.126
O 2.82298 -4.67139 -2.94406 0.03 0.08 0.00 0.021
H -3.80822 1.22475 -0.29060 0.05 -0.04 -0.03 0.101
C 2.50325 -4.25527 -1.60218 -0.05 0.01 0.07 -0.144
H 1.83406 -2.77802 -5.51547 0.01 0.01 -0.01 0.131
C -2.52372 0.04371 -2.90056 0.06 -0.05 -0.01 -0.149
H -6.41573 -6.25935 2.33398 -0.01 -0.01 -0.01 0.116
H 2.42778 -3.27074 -7.83776 0.02 0.05 0.03 0.117
H -2.78850 0.50197 -3.85477 0.01 -0.02 -0.03 0.134
H 3.55175 4.72187 2.25274 -0.08 -0.04 0.15 0.072
H -3.53675 3.09743 1.18389 0.02 -0.02 0.06 0.124
H 1.77726 1.91530 2.04896 -0.20 0.32 0.04 0.000
H 7.92936 7.70801 2.98540 -0.05 0.00 0.01 0.123
O -0.20273 0.15777 3.13172 0.04 0.01 -0.02 -0.009
H -0.58684 0.45071 6.01726 0.02 0.01 0.03 0.132
C -1.40071 -1.11315 4.71486 0.18 0.05 0.05 -0.137
H 2.35334 4.27481 4.95157 0.03 -0.01 -0.13 0.117
H 3.00326 0.13603 -0.28928 0.18 0.14 -0.13 -0.043
O -4.34534 1.67032 2.42615 0.12 0.14 0.05 0.007
C -4.46381 2.53793 1.28258 -0.01 0.03 -0.07 -0.145
C 2.64874 4.81452 2.85677 -0.14 -0.05 0.11 -0.162
C 1.36692 -3.22966 -7.60401 -0.12 0.14 -0.03 -0.140
H 0.27084 -1.89105 -8.97998 0.00 0.11 -0.01 0.124
H 0.67962 0.67881 0.53689 -0.23 0.15 0.20 0.015
C -3.41904 -2.07172 -2.79334 -0.03 -0.14 -0.07 -0.479
H 2.78418 4.37217 0.26366 -0.13 -0.15 0.13 0.117
C 1.05011 -4.66941 -1.39047 0.01 -0.07 -0.11 -0.142
C -4.97373 0.49358 2.19635 -0.12 -0.13 -0.12 -0.489
C 1.71044 4.31173 0.47825 -0.06 0.22 -0.02 -0.170
C -0.24577 -0.39045 5.41093 -0.11 -0.21 -0.18 -0.068
H 2.14888 2.93811 3.82365 0.08 0.01 0.00 0.065
P 1.74536 1.56829 0.70692 0.36 -0.83 -0.24 0.762
C -4.85775 -3.87672 2.23630 -0.03 0.19 0.10 -0.495
C -2.05113 -2.21202 -3.43043 0.04 0.20 0.22 -0.074
H -5.27754 2.09861 -0.70422 -0.06 0.02 0.02 0.120
H 8.06809 5.02466 0.13980 0.00 -0.03 -0.02 0.131
H 1.34135 -1.05112 -7.84241 -0.01 0.03 -0.02 0.132
F -0.76321 2.63543 -2.25832 0.30 -0.12 0.23 -0.034
```
Positions in Å, forces in eV/Å.


2.
Here is a structure of composition C11H13N2 in a non-equilibrium geometry from the Open Molecules 2025 dataset. Energies are from ωB97M-V/def2-TZVPD.

The LUMO energy (spin up / spin down) comes out at -0.1779 / -0.1756 Eh. As for the spin multiplicity: 1. As for the maximum force: 6.49 eV/A. The charge is +1. The value obtained for the frontier orbital gap (spin up / spin down) is 6.831 / 7.637 eV. Its energy above the lowest of the compared OMol25 structures with the same formula, charge and spin is 711.77 kJ/mol.

```
26
Properties=species:S:1:pos:R:3:forces:R:3:lowdin_charge:R:1
C 3.86458 -0.01232 -0.10450 0.30 0.01 2.37 -0.086
H -0.83096 -2.19350 -1.08519 2.07 -1.20 -1.10 0.086
C 3.29173 1.24221 0.11731 2.32 2.08 -0.88 -0.063
C 1.12723 0.29069 -0.17141 -0.48 0.70 0.19 -0.150
C -0.27940 0.43526 -0.09664 -1.54 6.02 -1.21 -0.016
H 1.49393 -1.92213 -0.60192 -1.80 -0.40 0.04 0.112
H 3.85826 2.17077 0.26717 0.41 -0.75 -0.07 0.130
C -1.22398 -1.30495 1.26686 -0.95 -1.02 2.43 0.016
H -1.45638 -0.64249 -2.03247 0.52 -0.81 -0.79 0.140
H -0.26663 -1.81341 1.62096 -1.03 0.46 -1.60 0.135
H -1.43009 -0.62563 2.14402 0.18 -0.09 -1.32 0.132
C -2.55189 1.50475 -0.01202 2.71 -0.15 -0.40 -0.105
N 3.07470 -1.06024 -0.04446 1.54 -0.70 -1.79 0.073
H -3.54062 -0.38106 0.04896 -0.36 -0.87 0.23 0.130
H -0.86807 3.02788 -0.09793 0.05 0.07 -0.23 0.083
H -2.41439 -1.87383 -1.16540 -1.15 -0.07 -0.16 0.098
C -1.47079 -1.39504 -1.25384 -0.61 0.94 0.86 0.060
C 1.77681 -0.94508 -0.29115 1.12 0.50 0.76 -0.086
N -1.28973 -0.55843 -0.04120 -2.26 1.07 1.93 -0.294
H 4.95503 -0.15863 0.01293 -0.75 -0.02 -0.31 0.133
C -2.64324 0.17842 0.07615 1.17 0.01 -0.27 -0.028
H -2.13439 -1.97735 1.26817 1.40 0.27 -0.04 0.126
H 1.59608 2.37943 0.28189 -1.04 1.89 0.31 0.091
C -1.27900 2.04526 -0.24123 2.86 -5.69 1.20 0.192
H -3.34721 2.13311 0.07793 -2.43 1.43 0.13 0.096
C 1.98845 1.45633 0.05699 -2.26 -3.67 -0.28 -0.002
```
Positions in Å, forces in eV/Å.


3.
Here is the ion C7H7ClN3O3S with charge -1 in a non-equilibrium geometry from the Open Molecules 2025 dataset. Energies are from ωB97M-V/def2-TZVPD.

The LUMO energy comes out at 0.1112 Eh. As for the spin multiplicity: 1. As for the maximum force: 4.36 eV/A. The charge is -1. The value obtained for the frontier orbital gap is 6.899 eV. Its energy above the lowest of the compared OMol25 structures with the same formula, charge and spin is 0.00 kJ/mol.

```
22
Properties=species:S:1:pos:R:3:forces:R:3:lowdin_charge:R:1
C 0.58598 0.22771 1.00405 0.70 0.32 0.52 -0.271
O -2.58021 2.76204 -3.33411 -0.03 -0.86 0.45 -0.024
O -2.25273 -0.22336 -0.23021 -0.82 -0.39 0.65 -0.355
N -2.26113 1.64378 -2.89291 -0.28 -0.13 -2.05 -0.541
C -0.62821 -1.05943 -2.11952 -2.25 -1.66 3.27 -0.120
H 1.68441 1.86689 1.84527 0.31 0.69 -0.09 0.100
N 0.88183 -1.81105 2.13510 2.46 -2.04 2.96 0.034
S -1.15661 0.31222 -0.98298 0.27 1.12 -1.23 0.762
H -0.80556 -0.64181 -3.04187 -0.08 0.49 -2.29 -0.010
Cl 2.62124 -2.26253 4.06600 0.37 -0.58 0.39 0.609
C 1.87930 -1.28052 2.86203 -1.78 -0.32 -0.73 -0.770
C 2.16695 0.05904 2.81613 -0.94 -1.85 -0.87 -0.143
O -2.57545 0.58430 -3.47404 -0.57 0.12 0.13 -0.055
N -1.45278 1.61847 -1.88672 1.09 0.91 1.81 -0.134
H -0.54063 -1.67999 0.73163 0.45 0.62 0.19 0.108
C 0.25677 -1.13057 1.26638 -1.22 1.30 -1.84 -0.155
H 0.36263 -1.11696 -1.78253 1.62 -0.72 -0.21 0.018
H -1.26541 -2.05298 -1.91766 1.47 2.46 -0.44 0.122
C 0.10292 0.98055 -0.07828 -0.48 -0.53 -0.29 -0.271
H 0.55692 1.94181 -0.29726 -0.63 -0.22 -0.37 0.077
C 1.53376 0.81636 1.91387 -2.07 -0.10 -2.17 -0.043
H 2.88603 0.44604 3.39764 2.42 1.36 2.25 0.060
```
Positions in Å, forces in eV/Å.